Below is a cluster of 11 separate species, C99H209N11O11 in total at a distorted geometry, with properties calculated with ωB97M-V/def2-TZVPD.

Each line ends with the Mulliken charge.
Positions of all 330 atoms, in Å:
O 0.1053 7.9432 6.3260  -0.545
O -4.7316 -0.5875 -5.4860  -0.453
O 0.1629 -5.1393 -8.2843  -0.674
O 0.3626 0.6735 -1.1961  1.355
O -0.0997 -1.4385 5.1115  -0.155
O 4.0488 1.1055 -0.4415  0.620
O -8.3098 -2.0320 1.7785  -0.486
O 4.4767 7.0252 2.1897  -0.435
O 0.9667 5.6196 -4.5171  -0.539
O -2.1464 -8.1885 1.2644  -0.459
O 6.4342 -0.2556 5.5055  -0.498
N -7.2518 -2.9316 1.6304  0.377
N 1.2348 -5.2026 -7.3438  0.248
N -4.5394 -1.7082 -6.0609  0.139
N -0.2826 0.1498 -0.0306  0.617
N 3.7796 0.0807 -1.3912  0.180
N 5.3332 0.5333 5.5613  0.499
N -0.3212 5.6064 -4.0306  0.146
N -1.4008 -1.4488 5.8014  0.805
N 4.8363 6.7140 0.8869  0.847
N -0.2623 6.9986 5.3524  0.479
N -1.1878 -7.5263 0.5749  0.583
C 0.8646 -5.7327 -5.9887  1.915
C -0.8158 -2.0215 -1.1228  -0.941
C -2.5204 -0.0430 -1.0324  -0.750
C -0.1612 -6.9045 -1.5919  -1.554
C 2.6414 -3.8528 -8.9544  -1.775
C -1.4578 1.1675 5.8890  -1.759
C 3.8647 -0.7349 -3.7174  -2.659
C 5.9467 7.1488 -1.3966  -1.240
C -1.8546 -1.1913 1.0796  0.363
C -1.5009 -5.1325 1.6040  -0.419
C -1.5658 -8.8306 -1.5329  -1.986
C -0.5144 -6.3711 1.2478  1.529
C -6.0676 -1.8250 3.4801  -1.666
C 0.2941 7.1044 -2.0941  -2.292
C 7.3267 7.3971 0.6130  -1.855
C 2.1342 6.1278 5.1817  -1.411
C -6.3872 -4.9908 0.5005  -1.993
C -1.6541 5.6675 -1.9969  -1.037
C 4.1275 -0.9401 7.2516  -1.501
C -3.6055 -4.1013 -5.9959  -1.433
C 1.2345 7.9941 3.4952  -0.962
C -4.0911 -2.8494 -8.2535  -1.384
C -2.0918 5.7236 4.1152  -1.418
C -0.7033 3.0974 -4.5686  -1.356
C 5.7659 0.7531 7.9896  -2.009
C 4.0133 0.4732 -2.8290  2.836
C 3.2440 4.7478 0.9860  -0.349
C 0.5869 4.6348 -2.0071  -0.744
C 5.4530 1.0407 -3.0813  -1.847
C -2.6495 -6.6559 -1.2791  -1.273
C -4.9480 -4.5281 0.7295  1.214
C 0.3137 -5.6023 -1.0797  1.831
C -1.3627 -3.4780 7.1958  -1.778
C 2.5518 1.5497 6.0233  0.825
C -3.1826 -3.9433 -7.5278  0.192
C 3.3000 1.6794 4.6147  -0.747
C -1.2107 2.4952 0.6466  -0.321
C -1.3534 -0.8002 -0.3090  1.756
C -1.9183 -3.6129 4.6018  -1.975
C -0.6783 -0.1645 7.8563  -1.801
C 5.6932 4.3217 1.2262  -1.253
C 4.2122 -1.3026 -0.9109  2.516
C -2.1220 -2.0276 -5.1312  -0.562
C 3.2527 -4.0633 -6.5679  -1.608
C -1.1358 4.5713 -4.7076  1.834
C -7.4465 -3.8437 0.4426  1.295
C 4.6936 -1.9939 -3.3845  -0.759
C -5.9293 -2.3177 1.9676  1.480
C 0.3607 5.6437 3.3697  0.320
C -5.5146 -1.2371 1.0080  -1.011
C -2.0599 -2.7556 6.0086  1.500
C -4.2079 -2.7531 -3.9055  -2.704
C -2.0965 -0.1849 2.1379  -0.557
C -3.5280 -2.6303 6.4005  -0.297
C -5.6423 -0.8583 -8.1464  -1.863
C -0.3911 1.2657 0.9400  2.565
C 0.8514 6.7238 4.3734  1.753
C -2.5956 4.8517 -4.1273  -1.485
C 2.1866 -5.9734 -5.1893  -1.513
C 1.0739 1.7831 1.1945  -0.686
C 3.7782 -0.7326 4.0519  -0.994
C 6.1365 5.7315 -1.6263  -0.784
C -7.4762 -3.1608 -0.9185  -1.112
C 5.4384 9.1161 0.3322  -1.932
C 0.1227 -6.8487 2.5652  -2.230
C -1.6565 -0.2356 6.6523  1.558
C -1.3868 -7.5018 -0.8781  2.187
C 4.4335 0.6058 4.3467  2.447
C 5.2986 1.0628 3.1787  -2.220
C 4.7220 0.4680 6.9127  1.422
C 4.8659 5.0922 -0.9618  -0.120
C -4.8764 -3.6115 1.9747  -0.714
C -1.7033 7.0251 4.9436  1.340
C -3.0806 -0.6828 -7.8755  -1.512
C -1.1282 5.5881 2.9581  0.387
C 3.1142 -1.6365 0.2303  -0.716
C 1.3193 -2.6857 -7.0880  -1.820
C -3.5601 -2.5979 -5.3041  2.564
C 3.1437 -4.7526 -5.1043  0.521
C 5.6313 -1.3977 -0.3057  -1.595
C 3.0658 1.4260 -3.4148  -1.478
C -1.1830 4.9698 -6.2401  -1.972
C 5.8283 7.5788 0.1841  1.387
C -2.6929 4.6589 -2.6781  -0.007
C -3.7752 -1.5742 7.5092  -1.171
C -0.9057 0.6510 2.3156  -0.799
C -2.6008 6.8036 6.1812  -2.030
C -0.0128 -4.8207 -5.0969  0.279
C 2.0177 -3.9882 -7.4859  1.749
C 3.5846 1.5751 7.1150  -1.709
C -0.2559 5.7129 -2.5568  2.989
C -3.1068 -0.2279 7.1966  -1.258
C 4.6761 5.2393 0.5374  1.923
C -2.1666 8.4303 4.3873  -1.682
C 0.0828 -7.0175 -6.1179  -1.861
C 0.7037 -5.8766 0.3369  -1.936
C -4.3503 -1.4820 -7.5556  1.511
C -8.8504 -4.5894 0.4632  -2.062
C 4.0146 -2.4053 -1.9780  -2.049
H -5.0520 -1.6877 3.8513  -0.117
H -1.6031 -8.8242 1.7359  0.367
H -2.1790 -0.9456 -5.2502  0.467
H -2.2184 4.8361 4.7352  0.192
H 6.0947 5.6404 -2.7116  0.426
H -5.2365 -3.1069 -3.8348  0.664
H 5.4661 0.8347 9.0344  0.367
H -8.2442 -2.4160 -1.1272  0.356
H 2.7456 5.7780 4.3499  0.177
H -6.4954 -1.5045 -7.9395  0.392
H -7.5189 -3.9826 -1.6333  0.439
H 5.4612 2.0918 -2.7926  0.328
H -5.6107 -0.7104 -5.1205  0.396
H 0.0136 7.5320 7.1886  0.331
H -1.1251 1.3794 3.0963  -0.327
H -2.2682 2.4189 0.8995  0.703
H -1.7765 -4.6653 0.6586  -0.415
H 4.1438 -5.0001 -4.7483  0.954
H 0.6636 4.6476 3.6924  -0.115
H 4.9661 4.0276 -1.1733  -0.598
H 7.1437 0.3897 5.5477  0.363
H -1.5344 5.9940 -6.3652  0.447
H -0.4195 -1.6004 4.2209  0.100
H -0.9720 -4.6451 -5.5839  -0.523
H -0.7380 3.3804 1.0719  -0.943
H 4.4250 9.1117 -0.0692  0.420
H -1.1823 -1.7910 1.6932  0.169
H -3.6796 4.9463 -2.3147  0.481
H -5.6921 -0.4480 -9.1550  0.380
H 2.1301 5.2846 5.8724  0.349
H -0.8189 -6.8193 -6.6973  0.257
H 1.9858 -4.0193 -9.8091  0.399
H -0.8451 -3.7851 4.5192  0.593
H -1.3175 -2.2748 -5.8240  -0.322
H 7.8692 6.6918 -0.0165  0.293
H 1.6159 4.5482 -2.3559  0.772
H 5.0024 1.1340 -0.3340  0.128
H -4.7842 -0.6044 1.5124  0.110
H -3.6120 -3.4260 -3.2888  0.213
H -3.8402 -2.5921 -9.2825  0.431
H 0.7957 -6.1377 3.0444  0.286
H -1.1337 -2.9632 8.1288  0.236
H 3.1359 3.6892 0.7496  -0.612
H -2.9020 -4.8527 -5.6373  0.233
H 1.4210 4.8803 -4.1065  0.391
H 3.7557 -1.1086 3.0291  -0.091
H -2.1144 0.4905 -1.8919  0.162
H 3.0566 1.2517 8.0121  0.439
H 2.7761 -6.7752 -5.6340  0.495
H 5.4197 4.0619 2.2489  0.078
H -0.3552 -3.5760 6.7913  0.387
H -1.4310 -8.8384 -2.6145  0.212
H 6.2699 -0.7433 -0.8989  0.354
H -1.9129 8.5991 3.3407  0.294
H -3.8833 -3.5955 6.7613  0.636
H -1.3606 2.4432 -5.1414  0.317
H -5.1622 -1.5395 0.0219  -0.196
H -0.3139 -6.8544 -2.6700  -0.350
H -3.6396 6.6565 5.8857  0.426
H -0.9605 -0.8468 8.6582  0.420
H -0.0822 0.0298 2.6677  0.011
H 3.6985 -3.0726 -6.4798  0.451
H -2.8090 -6.5276 -2.3497  0.506
H -8.9076 -5.2539 -0.3989  0.364
H -3.3389 -4.9497 -7.9160  0.758
H 5.3343 9.4697 1.3580  0.328
H 5.9589 3.4097 0.6917  0.053
H -4.5561 -4.6338 -5.9660  0.555
H 4.3696 -0.3781 -4.6151  0.598
H -5.9988 0.0934 -7.7525  0.417
H -6.6601 -2.4855 4.1132  0.530
H -0.2146 -2.6943 -0.5113  -0.072
H 1.8878 -6.1940 -4.1646  0.126
H 1.2823 -2.4427 -6.0261  -0.022
H -2.9093 0.1373 -7.1782  0.196
H 1.5765 -6.5286 0.3023  0.452
H -3.5311 -7.0027 -0.7400  0.488
H -0.7582 2.6487 -3.5768  -0.059
H 4.2931 -1.5839 4.4974  0.441
H 0.9723 -5.1481 -1.8201  0.272
H 2.9669 4.8461 2.0357  -0.633
H -0.3675 7.8447 -2.5439  0.552
H 2.7065 6.8887 5.7123  0.387
H -9.6136 -3.8213 0.3379  0.465
H -2.5273 7.7138 6.7763  0.506
H 6.1802 1.7305 7.7425  0.484
H 0.1275 3.6463 -2.0136  -0.625
H -8.9241 -5.1276 1.4082  0.482
H 2.0647 -1.4935 -0.0268  -0.296
H 5.7238 -1.6851 -3.2076  0.596
H 6.5654 0.0123 7.9720  0.438
H -0.4058 1.1749 5.6040  0.087
H 5.5661 -1.3120 0.7790  0.122
H 1.9009 2.4062 6.1990  0.577
H 4.6456 -2.7483 -4.1698  0.272
H 2.1108 7.9280 2.8505  -0.440
H 0.3531 -2.7202 -7.5913  0.568
H 2.4148 5.3038 0.5484  0.591
H -1.4502 2.0677 6.5037  0.607
H -4.2296 -1.8273 -3.3306  0.626
H -5.2947 -4.3616 2.6458  0.794
H -1.6355 -2.6175 -1.5240  0.078
H 4.6284 -1.8677 6.9746  0.248
H -2.2490 6.0307 6.8646  0.386
H 7.1202 5.3498 -1.3531  0.318
H -3.2167 4.1479 -4.6814  0.502
H 6.0763 -2.3843 -0.4354  0.410
H 0.8432 4.7298 -0.9519  -0.607
H 0.2756 -0.4336 7.4028  0.221
H -0.2279 -1.6748 -1.9727  0.389
H -1.3136 4.5877 2.5670  -0.583
H 6.6669 4.8112 1.2468  0.389
H 3.9035 -1.0066 8.3162  0.432
H -0.5579 -4.9478 -1.0715  -1.085
H 7.8347 8.3615 0.6180  0.466
H 5.8925 1.9623 3.3406  0.423
H 3.3148 -0.9223 1.0289  -0.950
H 1.2619 0.3962 -1.0067  -0.747
H 0.8976 5.5829 2.4230  -0.333
H 3.0025 2.3216 -2.7968  -0.070
H 4.1204 2.5220 7.1822  0.308
H -0.6698 0.7758 8.4075  0.470
H 3.3731 1.8317 -4.3787  0.553
H -0.2539 4.8093 -6.7872  0.379
H -1.3274 6.2125 2.0872  0.294
H -3.2098 -0.7942 -1.4178  -0.774
H -6.3527 -5.5449 -0.4375  0.484
H -8.8241 -2.5327 2.4161  0.355
H -1.6932 -2.1156 -4.1329  -0.323
H -3.0737 0.2106 8.1939  0.423
H 3.1392 -2.6637 0.5941  0.808
H 0.6553 -7.7982 2.6176  0.391
H -1.1403 2.7000 -0.4217  -0.510
H -4.4490 -5.4316 1.0799  -0.123
H 0.7029 -7.5664 -1.5338  0.515
H -2.5326 -9.2125 -1.2050  0.427
H 5.0844 7.5829 -1.9027  0.360
H 6.8435 7.5253 -1.8885  0.363
H 2.5386 1.5710 3.8423  -0.532
H 0.2473 3.0364 -5.0984  0.477
H -2.2250 -2.9953 3.7577  -0.284
H 4.6533 1.1785 2.3080  0.242
H 0.8461 -4.9185 0.8368  0.435
H -2.0796 1.2144 4.9950  0.386
H -0.4758 -4.5484 -7.8786  0.302
H 3.7121 2.6665 4.4053  0.703
H -1.5669 5.2389 -0.9986  -0.176
H -4.5141 -4.0850 -0.1669  -0.381
H -0.3437 -5.1527 -4.1129  -0.010
H -6.5025 -2.6734 -0.9683  -0.086
H -2.1003 -3.8303 -7.5909  -0.448
H -2.4802 3.6704 -2.2708  -0.364
H 2.8368 -0.7894 4.5984  -0.074
H -6.6029 -0.8876 3.6307  0.485
H 3.8040 7.7030 2.0919  0.197
H 6.2622 0.5474 -2.5429  0.361
H -3.0614 0.3020 1.9966  0.502
H -3.7889 0.2669 6.5051  0.379
H 4.5714 -3.2997 -1.6984  0.575
H -3.0597 5.9099 3.6498  0.567
H -1.6742 9.1073 5.0853  0.375
H -6.4078 -0.6464 0.8044  0.594
H -3.8903 -3.2477 2.2635  -0.212
H -2.4127 -5.5173 2.0608  0.609
H 6.0880 9.7817 -0.2363  0.466
H 3.0404 -2.8474 -9.0884  0.334
H -2.1576 -1.2624 -7.8889  0.184
H -4.1943 -2.3987 5.5695  -0.528
H 4.0585 5.5932 -1.4958  0.166
H -1.1218 -4.3128 2.2142  0.033
H -3.0655 -0.3530 -8.9142  0.522
H -2.4875 -4.5353 4.4868  0.720
H 3.1133 -0.9825 6.8546  0.209
H 0.5025 -3.8694 -4.9648  -0.554
H -3.0879 0.5439 -0.3102  0.378
H 1.1644 2.2061 2.1950  0.040
H 1.7983 0.9823 1.0464  0.173
H 2.6901 -4.0468 -4.4084  -0.755
H 2.9631 -2.5953 -2.1936  0.151
H 1.7634 -1.8572 -7.6398  0.579
H 0.7741 -7.6877 -6.6288  0.552
H 1.3297 8.7875 4.2365  0.516
H -3.3950 -1.9760 8.4484  0.483
H 1.3548 2.5340 0.4560  -0.618
H 5.8592 0.8304 -4.0707  0.387
H 7.5187 6.9979 1.6089  0.318
H 1.9124 0.6688 6.0808  -1.008
H -2.3679 -0.7310 3.0413  -0.511
H -4.7862 -1.4454 7.8957  0.515
H 0.3875 8.2525 2.8596  0.369
H -0.1771 -7.4607 -5.1566  0.197
H -1.6644 -4.5238 7.2554  0.444
H -2.8228 -1.6859 1.1575  -0.917
H 3.9615 -4.6982 -7.0996  0.618
H -0.8191 -9.5249 -1.1476  0.485
H -5.0369 -3.3910 -8.2412  0.412
H 1.3370 7.2774 -2.3595  0.317
H 2.0677 0.9879 -3.4124  0.044
H 2.8340 -1.0224 -3.9252  0.394
H -6.5604 -5.7300 1.2826  0.450
H -0.7049 -7.0590 3.2426  0.548
H -3.2390 8.5558 4.5369  0.447
H 6.0887 0.3442 2.9606  0.677
H 3.3939 -4.6258 -9.1102  0.414
H -2.0968 6.6434 -1.7974  0.560
H -1.9435 4.3004 -6.6423  0.377
H -2.9236 5.8430 -4.4404  0.416
H -2.6702 -5.5984 -1.0159  -0.297
H 0.1407 7.2982 -1.0325  0.271

Cartesian forces (eV/Å) of the 2 atoms listed first:
O -0.15 0.86 -0.69
O -1.06 5.18 3.18

Calculated values
frontier orbital gap: 0.306 Ha
total energy: -144943.04781 eV
SMILES string: CC1(C)CCCC(C)(C)N1O.CC1(C)CCCC(C)(C)N1O.CC1(C)CCCC(C)(C)N1O.CC1(C)CCCC(C)(C)N1O.CC1(C)CCCC(C)(C)N1O.CC1(C)CCCC(C)(C)N1O.CC1(C)CCCC(C)(C)N1O.CC1(C)CCCC(C)(C)N1O.CC1(C)CCCC(C)(C)N1O.CC1(C)CCCC(C)(C)N1O.CC1(C)CCCC(C)(C)N1O
largest force on an atom: 8.173 eV/Å